Formula: C40H57Cl6F3O30
Source: the OMol25 dataset
Level of theory: ωB97M-V/def2-TZVPD

The geometry in XYZ format:
```
136
Properties=species:S:1:pos:R:3:forces:R:3
C -1.69006 -0.38453 -0.12791 0.5 -0.4 -0.6
C -0.21306 0.01487 0.02915 -1.3 0.8 0.6
C 0.03978 0.84107 1.27372 -3.4 1.8 -0.1
O 1.18694 0.35767 1.83419 2.1 1.0 0.8
C 1.57311 -0.69885 1.16499 2.3 -1.9 0.7
O 2.61546 -1.30664 1.38794 -1.6 0.8 -0.4
O 0.66394 -1.03415 0.27829 0.7 -2.6 -1.0
H -2.30543 0.51110 -0.04265 0.0 -0.1 -0.4
H -2.11466 -1.11516 0.56057 0.6 0.1 0.7
H -1.82743 -0.88510 -1.08637 -0.1 0.4 -0.3
H 0.20291 0.52864 -0.83753 -0.6 0.0 -0.2
H -0.73596 0.78069 2.03706 -0.2 -0.4 -0.2
H -0.00760 1.88371 0.95947 1.1 0.1 0.4
C 5.20318 1.22306 -5.33078 -0.2 1.2 -2.0
C 3.67746 1.42593 -5.46726 1.5 -1.0 -0.3
C 2.88623 0.19344 -6.02508 0.8 1.9 1.1
O 2.00434 -0.03453 -4.91029 -0.8 -1.5 -2.1
C 2.36741 0.64596 -3.85645 -2.4 -2.1 3.5
O 1.86890 0.39263 -2.74942 1.4 1.2 -2.1
O 3.28605 1.49619 -4.14865 0.0 1.4 3.0
H 5.61226 0.35156 -4.81968 -0.8 -0.1 0.3
H 5.59852 2.14035 -4.89444 0.2 -0.2 0.1
H 5.57671 1.15052 -6.35220 0.4 0.1 -0.1
H 3.32161 2.38713 -5.83817 0.7 -0.1 -0.9
H 3.59069 -0.63115 -6.13400 -0.6 -0.2 -0.4
H 2.36025 0.55178 -6.90997 -0.2 -0.9 0.0
C 4.26749 4.61538 -0.07920 -0.6 -1.2 -0.3
C 3.70259 3.44897 -0.97993 0.7 0.3 0.6
C 3.03424 2.22926 -0.23079 1.8 0.6 -0.2
O 1.71944 2.28216 -0.61986 -2.1 0.8 -0.7
C 1.46945 3.32088 -1.46001 0.5 0.2 1.1
O 0.38305 3.72385 -1.72788 -0.2 -0.4 -0.4
O 2.62864 3.90815 -1.82061 0.0 0.0 0.2
H 3.56725 4.78024 0.73968 0.0 0.4 -0.1
H 4.50057 5.53053 -0.62354 -0.5 -0.1 -0.2
H 5.22836 4.32227 0.34379 0.0 -0.4 0.1
H 4.52202 3.11154 -1.61456 -0.2 -0.1 -0.2
H 3.06361 2.34721 0.85241 0.3 -0.2 -0.1
H 3.42558 1.26968 -0.56868 0.3 0.0 0.2
C 4.46040 -2.69648 -2.21101 0.6 -0.4 0.1
C 3.29340 -3.72039 -2.38809 2.5 0.5 1.3
C 1.94706 -3.14703 -2.07804 -0.2 -0.7 0.7
O 1.44287 -2.91362 -3.35288 -1.1 1.4 -1.6
C 2.22979 -3.40916 -4.30825 -0.2 -0.6 -0.9
O 2.03133 -3.34678 -5.48933 0.0 0.3 0.5
O 3.25783 -4.08376 -3.75871 -0.3 0.2 -0.1
H 4.31870 -1.75341 -2.73886 -0.6 0.0 -0.1
H 5.41769 -3.06367 -2.58094 -0.2 -0.5 -0.5
H 4.77136 -2.43616 -1.19927 -0.9 -0.1 0.4
H 3.44278 -4.62541 -1.79925 0.4 0.1 -0.1
H 2.00518 -2.24163 -1.47390 -0.2 0.0 -0.2
H 1.28394 -3.88788 -1.63137 0.1 0.2 0.4
C -4.69141 -3.44274 -1.22589 -1.2 0.4 0.1
C -3.66846 -4.51079 -1.33639 -0.8 0.2 -0.8
C -2.85912 -4.43059 -2.61826 -0.7 -0.4 0.0
O -1.56247 -4.04286 -2.15942 0.5 0.0 -1.7
C -1.49445 -4.09851 -0.85145 1.7 0.3 2.2
O -0.47576 -3.98012 -0.17832 -2.2 -0.3 -1.4
O -2.72719 -4.25375 -0.33899 1.1 -0.7 1.6
H -5.19380 -3.48908 -0.25968 0.1 0.0 0.1
H -5.47885 -3.55779 -1.97074 0.1 0.0 -0.2
H -4.24592 -2.45458 -1.34069 0.1 0.0 0.0
H -4.11821 -5.50142 -1.26963 0.1 -0.1 0.6
H -3.32876 -3.70445 -3.28178 0.7 0.1 -0.1
H -2.85606 -5.41979 -3.07607 0.6 0.2 -0.3
C -4.62239 1.83225 -1.76249 -0.5 0.1 -0.9
C -5.04884 3.04475 -2.68241 0.3 -1.4 4.1
C -3.91237 3.70559 -3.36868 -0.7 -0.5 -0.9
O -4.19507 3.31926 -4.70811 0.4 -0.2 -1.6
C -5.43454 2.76559 -4.84303 -0.6 0.6 -0.7
O -6.02886 2.55510 -5.86127 1.1 0.0 0.3
O -5.98756 2.57586 -3.64230 0.5 0.7 0.8
H -4.10654 1.06929 -2.34550 -0.1 0.1 -0.2
H -5.51373 1.36110 -1.34821 -0.1 0.1 0.1
H -3.95572 2.08331 -0.93749 -0.2 0.4 -0.2
H -5.37916 3.83108 -2.00367 -1.4 -0.4 -0.1
H -2.97746 3.29320 -2.98923 0.2 0.4 -0.5
H -4.02644 4.78599 -3.28027 0.6 0.0 -0.2
C -4.40175 -3.05802 2.73731 1.4 0.1 0.4
C -3.09524 -3.36571 3.54358 -1.8 -1.1 -0.8
C -1.82166 -3.48176 2.74954 1.2 -0.2 -0.9
O -0.84887 -2.77628 3.50436 -0.3 1.2 1.7
C -1.46140 -2.18747 4.57602 2.9 1.8 1.0
O -0.83773 -1.50466 5.41400 -2.5 -2.2 -2.5
O -2.77554 -2.41249 4.51543 -0.1 1.1 1.5
H -4.35108 -2.07220 2.27506 0.1 0.0 -0.2
H -5.32094 -3.09523 3.32195 0.3 -0.2 0.2
H -4.41487 -3.83973 1.97779 -0.3 0.1 -0.2
H -3.28932 -4.32248 4.02837 0.1 0.0 0.4
H -1.82880 -3.02795 1.75853 -0.3 -0.2 0.0
H -1.36831 -4.47227 2.71128 -0.7 -0.3 -0.5
C -1.98235 -0.90041 -4.09050 0.2 -0.5 -0.3
Cl -1.88745 0.76234 -3.56701 0.4 0.2 -0.1
Cl -3.73597 -1.36512 -4.36310 1.4 0.1 0.1
H -1.35674 -1.06132 -4.96846 -0.7 0.4 -0.5
H -1.44521 -1.53619 -3.38667 -0.8 -0.1 0.6
C -2.91934 1.44500 4.40770 0.9 0.3 -0.1
Cl -3.29404 0.78832 2.80106 -0.6 -0.3 0.5
Cl -1.32508 2.21085 4.27537 0.6 0.5 0.2
H -3.62255 2.22997 4.68593 -0.1 -0.4 -0.1
H -2.69343 0.70062 5.17122 -0.9 -0.3 -0.3
C 2.28769 -4.72034 1.79492 -0.1 0.4 -0.3
Cl 3.88463 -5.50894 1.63684 -0.5 0.1 0.0
Cl 1.74613 -4.57541 3.48581 0.2 -0.3 -0.5
H 2.37582 -3.72099 1.36875 0.1 0.0 0.3
H 1.52001 -5.25244 1.23309 0.3 -0.2 0.2
C 2.41037 3.95203 4.66300 0.4 0.5 1.9
C 2.49870 2.81963 3.70993 3.6 1.3 2.0
O 2.09105 3.45747 2.55581 -0.4 -1.7 -1.7
C 1.24998 4.44631 2.84968 -2.1 3.5 -3.3
O 0.66655 5.12110 1.93787 2.1 -3.0 4.5
O 1.27887 4.62685 4.18157 -1.2 1.8 -1.2
F 1.84058 1.80929 4.19357 -2.4 -2.1 -0.5
H 3.33200 4.53377 4.64624 -0.2 0.5 -0.4
H 2.23077 3.75268 5.71946 -0.1 -0.6 -0.2
H 3.54142 2.50329 3.68252 0.1 0.0 -1.0
C -2.43089 4.59141 1.97168 1.1 0.6 0.8
C -2.27286 3.97630 0.61076 0.1 4.1 0.6
O -3.56649 4.22518 0.15730 -0.6 -0.4 -2.2
C -4.43351 4.14317 1.15453 -5.3 0.7 0.9
O -5.68277 4.08478 0.99864 5.1 -0.1 0.7
O -3.78194 4.29288 2.35217 -0.3 -0.7 -1.2
F -2.06210 2.71318 0.62262 0.6 -3.9 0.1
H -2.37851 5.67500 1.86598 0.3 0.0 0.0
H -1.67521 4.24884 2.67858 -0.6 0.0 0.1
H -1.50905 4.44747 -0.00788 -0.3 0.3 -0.2
C 2.79786 -2.00409 5.19304 0.0 -1.3 -0.2
C 3.38892 -0.72740 5.65785 0.2 -0.4 0.5
O 4.19588 -1.13788 6.75669 0.4 0.0 0.8
C 4.38990 -2.51583 6.77191 1.4 -0.6 -0.5
O 5.15028 -3.15715 7.48839 -2.5 2.2 -1.8
O 3.70493 -2.99192 5.69271 0.9 -0.8 0.9
F 2.39111 0.10193 6.05648 0.3 0.3 0.5
H 2.75966 -2.08809 4.10695 -0.3 0.0 0.2
H 1.86629 -2.24172 5.70666 -0.4 0.6 -0.5
H 4.00454 -0.22502 4.91171 0.1 0.2 0.2
```
Positions in Å, forces in eV/Å.

net charge: 0
energy relative to the best compared isomer or geometry (same formula, charge and spin): 88.4 kcal/mol

Results of the Löwdin charge analysis, in e, for atoms 1 through 99: 0.002 -0.275 -0.165 0.102 -0.566 0.102 0.107 0.054 0.066 0.055 0.131 0.059 0.117 -0.009 -0.290 -0.021 0.080 -0.584 0.110 0.088 0.091 0.085 0.084 0.163 0.136 0.139 0.000 -0.234 -0.097 0.008 -0.538 0.159 0.085 0.065 0.083 0.079 0.138 0.114 0.135 0.000 -0.286 -0.112 0.073 -0.570 0.141 0.097 0.074 0.078 0.081 0.148 0.127 0.115 -0.023 -0.344 -0.069 0.095 -0.539 0.112 0.076 0.079 0.099 0.086 0.159 0.072 0.140 -0.019 -0.306 -0.114 0.053 -0.552 0.153 0.112 0.008 0.087 0.051 0.140 0.106 0.140 0.003 -0.303 -0.106 0.010 -0.496 0.091 0.090 0.059 0.085 0.069 0.152 0.102 0.133 -0.935 0.630 0.526 0.042 0.016 -0.896 0.607 0.613

=====

Formula: C40H58BrN7O18PS
Source: the OMol25 dataset
Level of theory: ωB97M-V/def2-TZVPD

The geometry in XYZ format:
```
126
Properties=species:S:1:pos:R:3:forces:R:3
C 5.21874 2.47500 -0.49626 -0.1 -0.2 -0.3
C 5.30137 1.53685 -1.72139 0.3 0.6 -0.1
C 4.62408 2.08907 -2.97996 -0.4 -0.4 0.2
C 3.16850 2.56484 -2.75883 0.5 -0.1 -0.6
C 2.20016 1.85853 -3.70801 -0.6 0.0 1.3
C 2.01419 0.36334 -3.34140 0.5 0.0 -1.0
C 0.56246 -0.13461 -3.42319 -0.1 0.3 -0.3
C -0.26135 -0.26614 -2.14091 0.4 0.0 0.1
Br 0.38883 1.16415 -0.89448 0.0 -0.1 0.0
N -1.65657 0.16723 -2.40555 0.7 -0.3 -0.2
C -2.37298 -0.41917 -3.56311 -1.1 0.5 0.7
C -3.07607 0.64600 -4.41100 0.3 -0.8 -0.8
O -4.13345 -0.00656 -5.09702 -0.2 0.1 0.3
C -2.14507 1.34464 -5.38427 -0.7 1.2 -0.5
N -2.92531 2.40484 -6.07206 0.3 0.0 0.3
C -2.38240 0.14936 -1.22142 0.3 0.1 -0.7
N -2.94050 1.21759 -0.74770 -0.4 -0.2 0.7
C -3.71810 1.06178 0.55312 -0.7 0.2 -0.2
N -4.51273 2.23486 0.82736 0.6 -0.4 0.8
C -4.06904 2.86319 2.09628 -0.1 0.0 0.0
P -2.88177 2.82514 -1.46328 0.5 1.3 -1.3
O -1.98261 2.98382 -2.59673 0.1 -0.6 0.0
O -4.38736 3.11213 -1.87721 0.0 -0.3 0.4
O -2.53711 3.80802 -0.28650 -0.3 -0.5 0.1
N -2.50226 -1.05604 -0.52606 -0.2 0.6 0.4
C -1.19218 -1.64856 -0.18731 0.7 -1.7 0.4
N -0.61121 -1.08527 1.01950 -1.0 1.4 -0.6
C -1.33437 -1.02390 2.06919 0.4 -0.2 0.1
C -2.51655 -1.89055 2.41154 -0.7 0.7 -0.1
C -0.92337 -0.03381 3.12768 0.5 -0.9 0.3
C -0.18423 -1.65453 -1.40592 -0.2 0.4 0.9
C 1.18711 -1.96131 -0.78000 0.1 -0.4 -0.4
C 2.28094 -2.46046 -1.67274 0.3 -0.1 -0.3
N 2.15046 -2.72164 -2.90566 -0.1 0.0 0.3
C -0.69712 -2.79533 -2.32363 0.2 1.0 -0.1
S -0.38187 -4.48794 -1.84888 -1.0 -1.4 -0.7
O -1.44771 -4.89696 -0.96630 0.2 0.7 0.6
O -0.22372 -5.25741 -3.04417 0.4 0.3 -0.2
H 4.67646 3.39375 -0.72104 0.0 0.0 -0.1
H 4.67505 1.97997 0.30685 0.1 0.1 0.2
H 6.21763 2.75389 -0.17239 -0.2 -0.1 0.2
H 4.91133 0.54616 -1.48335 -0.1 0.0 0.0
H 6.35722 1.40121 -1.95926 0.0 -0.2 0.0
H 4.59101 1.27097 -3.70414 0.2 0.1 -0.2
H 5.23440 2.87671 -3.41874 0.0 0.1 0.0
H 2.87781 2.37242 -1.72775 -0.1 0.0 0.1
H 3.09123 3.63944 -2.92424 0.0 0.1 0.1
H 2.53037 1.95702 -4.73959 -0.1 0.1 -0.1
H 1.22666 2.34000 -3.58133 0.0 0.1 -0.3
H 2.54541 -0.19243 -4.11690 0.1 -0.2 0.1
H 2.53443 0.11113 -2.42081 -0.2 0.1 0.2
H 0.03163 0.58243 -4.04719 0.0 0.1 0.0
H 0.55717 -1.06443 -3.98764 -0.1 -0.2 0.3
H -3.20269 -1.03495 -3.19044 0.1 -0.2 0.0
H -1.76550 -1.08444 -4.16921 0.4 0.2 0.1
H -3.56562 1.38221 -3.78057 0.0 0.0 0.1
H -3.77287 -0.65922 -5.70395 0.0 0.0 -0.2
H -1.31086 1.82893 -4.87685 0.3 -0.5 0.2
H -1.81478 0.65494 -6.16197 0.2 -0.2 0.2
H -2.38828 2.76802 -6.85137 0.0 -0.1 -0.1
H -2.96488 3.18461 -5.42166 -0.1 0.1 -0.1
H -3.00243 0.83746 1.33907 0.2 0.0 -0.1
H -4.36962 0.20730 0.40679 0.1 -0.2 0.0
H -5.45241 1.90067 0.99228 -0.2 0.3 -0.4
H -2.98762 2.96051 2.11934 0.1 0.0 -0.1
H -4.35940 2.26248 2.95622 0.0 0.0 0.1
H -4.49039 3.86049 2.20581 -0.1 0.0 -0.1
H -4.38547 3.26898 -2.83220 -0.2 0.1 -0.1
H -3.30968 4.36969 -0.12589 0.0 0.1 0.4
H -3.06453 -1.68735 -1.09109 0.1 -0.2 0.0
H -1.41200 -2.70196 0.01590 -0.1 -0.1 -0.2
H -3.21706 -1.30114 3.00651 0.0 -0.1 0.1
H -3.08167 -2.24169 1.55444 0.2 -0.3 0.0
H -2.21642 -2.72366 3.04487 0.2 -0.1 -0.1
H -1.78778 0.36791 3.65142 0.0 0.2 -0.1
H -0.27746 0.73222 2.71305 -0.1 0.1 -0.1
H -0.33045 -0.57349 3.87460 0.0 0.1 0.1
H 1.03582 -2.74982 -0.03330 0.0 0.0 0.2
H 1.57008 -1.12865 -0.19618 -0.1 0.2 0.0
H 3.24258 -2.62630 -1.17791 0.0 0.1 0.2
H 3.03633 -3.05462 -3.27916 0.0 -0.1 -0.1
H -0.37011 -2.70976 -3.35304 0.3 -0.1 0.1
H -1.78521 -2.73627 -2.33940 -0.1 -0.4 0.0
H 0.77564 -4.57379 -1.15500 0.0 0.4 0.0
C -2.44646 -10.88058 -1.41325 -0.1 0.0 -0.2
C -1.79729 -10.44781 -0.32483 0.0 -0.3 -0.1
C -1.58508 -8.98239 -0.05603 -0.1 0.4 -0.2
O -0.99821 -8.67318 0.96640 0.1 -0.2 0.1
C -2.08073 -8.02028 -1.02285 0.1 0.0 0.2
C -2.72739 -8.45454 -2.11288 0.1 0.3 0.1
C -2.96269 -9.91780 -2.37151 0.1 -0.4 0.2
O -3.57513 -10.22410 -3.37694 0.0 0.2 -0.1
O -3.21138 -7.64003 -3.04351 -0.1 -0.1 0.0
O -1.29654 -11.26620 0.59284 0.0 0.2 0.0
H -2.60681 -11.92993 -1.61582 0.0 0.0 0.0
H -1.90601 -6.97003 -0.82687 -0.1 -0.2 -0.1
H -3.62737 -8.21851 -3.71153 0.0 0.0 0.0
H -0.88529 -10.69415 1.26810 0.0 0.0 0.0
C -4.12458 2.99773 8.41917 -0.1 0.1 0.1
C -3.60582 2.39619 7.34227 0.0 -0.1 0.3
C -3.62134 3.04201 5.98461 -0.1 0.4 -0.2
O -3.11157 2.43130 5.05465 0.0 -0.2 0.1
C -4.23808 4.34256 5.84448 0.1 -0.2 -0.1
C -4.76264 4.95002 6.92082 0.0 0.1 -0.3
C -4.72698 4.31510 8.28742 0.1 -0.4 0.2
O -5.20773 4.93794 9.21052 -0.1 0.2 -0.1
O -5.34160 6.13498 6.86639 0.0 -0.1 0.2
O -3.04045 1.19348 7.38909 0.0 0.1 -0.1
H -4.11650 2.54279 9.39939 0.0 0.0 0.0
H -4.25612 4.79158 4.86167 0.0 0.1 0.0
H -5.62953 6.34313 7.77754 0.0 0.0 0.0
H -2.74469 0.99825 6.48204 0.0 0.0 0.0
C 9.17099 2.62271 2.93315 -0.1 0.0 -0.2
C 9.71985 3.13309 4.04469 0.0 -0.3 -0.1
C 9.72211 4.61281 4.32412 -0.1 0.4 -0.2
O 10.22349 4.99095 5.36430 0.1 -0.2 0.1
C 9.13023 5.50191 3.33822 0.1 0.0 0.2
C 8.58586 4.99022 2.22722 0.0 0.3 0.1
C 8.56194 3.50989 1.96175 0.1 -0.4 0.2
O 8.02936 3.12651 0.93413 0.1 0.2 0.0
O 8.02869 5.73993 1.28280 0.0 -0.2 0.0
O 10.29493 2.38609 4.97493 0.0 0.2 0.0
H 9.16230 1.56255 2.72389 0.0 0.0 0.0
H 9.15090 6.56342 3.53977 0.0 0.0 0.0
H 7.71576 5.12129 0.59646 0.0 0.0 0.0
H 10.60467 3.00336 5.66593 0.0 0.0 0.0
```
Positions in Å, forces in eV/Å.

net charge: +1

Results of the Löwdin charge analysis, in e, for atoms 1 through 99: -0.093 -0.245 -0.207 -0.225 -0.213 -0.232 -0.179 -0.540 0.975 -0.058 -0.079 -0.372 -0.010 -0.219 0.019 -0.330 0.072 -0.143 -0.098 -0.100 0.437 -0.221 -0.086 -0.070 0.129 -0.292 0.096 -0.381 -0.014 -0.022 -0.353 -0.161 -0.220 0.143 -0.197 0.701 -0.352 -0.311 0.068 0.069 0.032 0.090 0.101 0.100 0.111 0.059 0.112 0.117 0.090 0.110 0.077 0.092 0.100 0.130 0.133 0.111 0.101 0.094 0.130 0.072 0.059 0.115 0.139 0.122 0.082 0.072 0.085 0.098 0.105 0.152 0.133 0.080 0.069 0.103 0.061 0.080 0.098 0.122 0.086 0.129 0.084 0.087 0.097 0.085 0.076 -0.237 -0.309 0.100 0.073 -0.229 -0.313 0.110 0.114 0.117 0.137 0.093 0.119 0.119 0.084

=====

Number 1: HOMO level -0.388 hartree. Number 2: HOMO level -0.396 hartree.